Formula: C28H31Br39F3N3O5P
Source: OMol25
Level of theory: the ωB97M-V functional and the def2-TZVPD basis

Computed properties:
Energy above the lowest of the compared OMol25 structures with the same formula, charge and spin (kJ/mol): 0.0
Gap between HOMO and LUMO (eV): 4.850
Net charge: +1
Spin multiplicity: 1
Lowest unoccupied orbital energy (eV): -5.52
Energy (eV): -2793317.7502

Each line ends with the Löwdin charge.
Cartesian coordinates (Å):
C1 1.662 -4.175 -3.030  -0.06
C2 2.614 -2.956 -2.623  -0.23
O1 1.908 -1.822 -2.071  -0.46
C3 1.064 -1.218 -3.078  -0.21
C4 -0.422 -1.367 -2.556  -0.12
O2 -1.434 -1.125 -3.609  -0.08
C5 -1.487 0.253 -3.707  -0.15
C6 -0.746 0.964 -4.780  -0.18
P1 0.283 0.098 -6.137  0.79
N1 -0.083 -1.435 -6.289  -0.27
N2 -0.799 2.347 -4.816  -0.07
C7 -1.529 3.165 -3.928  -0.09
C8 -2.283 2.511 -2.847  -0.12
O3 -3.000 3.328 -1.935  0.07
C9 -2.059 3.644 -0.971  -0.25
N3 -1.287 3.827 -0.144  0.22
C10 -2.298 1.045 -2.720  0.11
C11 -3.107 0.264 -1.622  -0.39
O4 -2.967 0.478 -0.451  0.16
O5 -4.009 -0.747 -1.963  -0.02
C12 -4.779 -0.350 -3.151  -0.14
C13 -6.099 -1.179 -3.330  -0.08
C14 -7.397 -0.334 -3.036  -0.14
F1 -7.367 0.633 -2.029  0.04
C15 -8.563 -0.446 -3.722  -0.23
F2 -9.017 -1.588 -4.297  0.11
F3 -9.366 0.662 -3.858  0.10
H1 1.792 -5.059 -2.356  0.01
H2 0.570 -3.907 -3.011  0.05
H3 1.905 -4.409 -4.112  0.09
H4 3.288 -2.645 -3.468  0.13
H5 3.266 -3.348 -1.785  0.10
H6 1.243 -1.689 -4.078  0.10
H7 1.358 -0.127 -3.112  0.09
H8 -0.532 -0.632 -1.697  0.12
H9 -0.616 -2.376 -2.091  0.06
H10 1.681 0.277 -5.868  0.03
H11 -0.078 0.763 -7.349  -0.02
H12 0.739 -2.027 -6.146  -0.02
H13 -0.261 2.822 -5.550  0.12
H14 -1.546 4.282 -4.037  0.14
H15 -4.092 -0.522 -4.033  0.12
H16 -4.999 0.752 -3.026  0.14
H17 -6.154 -2.082 -2.659  0.12
H18 -6.158 -1.574 -4.384  0.11
C16 -3.843 -4.340 -1.940  -1.58
Br1 -5.005 -5.857 -1.650  0.61
Br2 -2.072 -4.639 -1.221  0.59
Br3 -3.781 -3.827 -3.805  0.59
H19 -4.269 -3.503 -1.394  -0.03
C17 3.098 -7.366 0.169  -1.58
Br4 3.959 -7.474 1.895  0.53
Br5 1.270 -6.743 0.313  0.57
Br6 4.129 -6.301 -1.078  0.58
H20 3.059 -8.374 -0.232  -0.02
C18 -0.639 -0.632 2.124  -1.47
Br7 -0.915 -1.097 3.979  0.61
Br8 1.186 -0.073 1.766  0.34
Br9 -1.176 -2.061 0.935  0.62
H21 -1.279 0.220 1.913  -0.02
C19 -2.519 3.881 -8.241  -1.55
Br10 -2.587 3.505 -6.336  0.81
Br11 -0.974 3.066 -9.071  0.60
Br12 -4.161 3.387 -9.130  0.62
H22 -2.409 4.957 -8.349  -0.02
C20 3.944 1.244 -0.864  -1.52
Br13 2.798 -0.286 -0.554  0.71
Br14 5.728 0.960 -0.173  0.60
Br15 3.968 1.755 -2.738  0.55
H23 3.522 2.080 -0.314  -0.02
C21 4.419 -2.713 3.055  -1.51
Br16 4.839 -4.170 1.850  0.54
Br17 3.288 -1.366 2.216  0.39
Br18 3.647 -3.347 4.713  0.58
H24 5.360 -2.231 3.306  -0.02
C22 -6.774 -4.364 -7.007  -1.61
Br19 -7.070 -4.834 -5.153  0.55
Br20 -4.942 -3.818 -7.332  0.54
Br21 -7.321 -5.780 -8.203  0.59
H25 -7.403 -3.505 -7.222  -0.03
C23 2.659 1.119 5.676  -1.53
Br22 2.331 2.926 6.286  0.55
Br23 1.482 -0.150 6.534  0.54
Br24 2.587 0.985 3.732  0.49
H26 3.672 0.862 5.976  -0.02
C24 2.878 7.432 5.579  -1.66
Br25 2.767 7.159 7.512  0.48
Br26 4.404 6.521 4.797  0.58
Br27 1.228 6.930 4.688  0.56
H27 3.014 8.486 5.407  -0.12
C25 5.620 10.443 6.381  -1.53
Br28 4.495 8.911 6.801  0.56
Br29 7.433 10.203 7.017  0.57
Br30 5.571 10.874 4.491  0.56
H28 5.207 11.297 6.911  -0.02
C26 5.808 -8.429 5.917  -1.62
Br31 7.205 -9.320 4.918  0.57
Br32 5.453 -6.656 5.228  0.52
Br33 4.198 -9.497 6.011  0.57
H29 6.171 -8.309 6.933  -0.03
C27 -1.414 7.675 8.978  -1.60
Br34 -0.782 6.806 10.587  0.57
Br35 -2.471 9.248 9.378  0.57
Br36 0.041 8.069 7.761  0.51
H30 -2.070 6.972 8.474  -0.03
C28 2.962 0.035 10.768  -1.62
Br37 4.339 -0.846 9.731  0.55
Br38 2.593 1.814 10.103  0.55
Br39 1.355 -1.035 10.884  0.56
H31 3.345 0.145 11.777  -0.03

---

Formula: C6H10N5O2
Source: OMol25
Level of theory: the ωB97M-V functional and the def2-TZVPD basis

Computed properties:
Energy above the lowest of the compared OMol25 structures with the same formula, charge and spin (kJ/mol): 115.2
Gap between HOMO and LUMO (eV): 9.345
SMILES: CC1=[NH+][C@@H]2NC(=O)N(C)C(=O)N2N1
Net charge: +1
Spin multiplicity: 1
Lowest unoccupied orbital energy (eV): -4.19
Energy (eV): -17921.6513

Each line ends with the Löwdin charge.
Cartesian coordinates (Å):
C1 -3.545 0.034 -0.651  0.04
C2 -2.187 0.037 0.010  -0.22
N1 -1.626 1.161 0.508  0.20
C3 -0.300 0.889 0.850  -0.19
N2 0.809 1.614 -0.159  0.15
C4 2.045 0.988 -0.212  -0.50
O1 3.055 1.546 -0.507  0.14
N3 2.062 -0.420 0.142  0.01
C5 3.319 -0.991 -0.231  -0.02
C6 0.920 -1.183 0.290  -0.43
O2 0.810 -2.337 0.008  0.15
N4 -0.235 -0.496 0.689  0.03
N5 -1.410 -0.999 0.224  0.21
H1 -3.585 -0.592 -1.591  0.12
H2 -4.058 0.966 -0.848  0.09
H3 -4.274 -0.607 0.073  0.16
H4 -2.165 1.977 0.573  0.16
H5 0.173 1.310 1.883  0.22
H6 0.851 2.612 0.030  0.13
H7 3.375 -1.532 -1.276  0.15
H8 4.033 -0.310 -0.017  0.05
H9 3.390 -1.865 0.562  0.15
H10 -1.457 -1.803 -0.349  0.18

---

Formula: C2H8S3
Source: OMol25
Level of theory: the ωB97M-V functional and the def2-TZVPD basis

Computed properties:
Energy above the lowest of the compared OMol25 structures with the same formula, charge and spin (kJ/mol): 49.9
Gap between HOMO and LUMO (eV): 9.540
SMILES: CSS.CS
Net charge: 0
Spin multiplicity: 1
Lowest unoccupied orbital energy (eV): 0.63
Energy (eV): -34708.8798

Each line ends with the Löwdin charge.
Cartesian coordinates (Å):
C1 0.500 -0.721 3.325  -0.50
S1 1.295 0.862 3.062  0.33
S2 3.006 0.547 2.095  0.28
H1 1.190 -1.566 3.338  0.03
H2 -0.076 -1.002 2.427  0.03
H3 -0.218 -0.623 4.130  0.03
H4 2.639 0.459 0.805  -0.20
C2 -1.818 0.236 -3.324  -0.55
S3 -0.583 0.565 -2.108  0.63
H5 -2.656 0.934 -3.312  0.02
H6 -1.496 0.175 -4.359  0.03
H7 -2.256 -0.760 -3.189  0.02
H8 0.473 0.894 -2.890  -0.15

---

Formula: C2H9NO3Si
Source: OMol25
Level of theory: the ωB97M-V functional and the def2-TZVPD basis

Computed properties:
Energy above the lowest of the compared OMol25 structures with the same formula, charge and spin (kJ/mol): 310.2
Gap between HOMO and LUMO (eV): 9.521
SMILES: [H]/N=[Si](\O)OC.CO
Net charge: 0
Spin multiplicity: 1
Lowest unoccupied orbital energy (eV): 0.23
Energy (eV): -17730.4894

Each line ends with the Löwdin charge.
Cartesian coordinates (Å):
H1 0.157 -1.414 -0.322  -0.09
N1 -0.751 -1.075 -0.294  -0.08
Si1 -1.281 0.300 0.292  0.35
O1 -0.695 1.524 1.195  -0.12
O2 -2.847 0.640 0.088  -0.24
C1 -3.828 -0.273 -0.230  -0.19
H2 -1.418 1.872 1.779  0.09
H3 -3.992 -1.075 0.582  0.10
H4 -3.408 -0.970 -1.047  0.09
H5 -4.799 0.176 -0.498  0.08
C2 3.955 0.155 -0.574  -0.16
O3 2.933 -0.237 0.379  -0.16
H6 3.383 0.230 -1.469  0.06
H7 4.670 -0.641 -0.755  0.07
H8 4.566 1.060 -0.448  0.08
H9 3.354 -0.273 1.321  0.12

---

Formula: C27H23FeIN5P
Source: OMol25
Level of theory: the ωB97M-V functional and the def2-TZVPD basis

Computed properties:
Energy above the lowest of the compared OMol25 structures with the same formula, charge and spin (kJ/mol): 430.4
Gap between HOMO and LUMO (spin up / spin down) (eV): 7.197 / 4.986
Net charge: +2
Spin multiplicity: 5
Lowest unoccupied orbital energy (spin up / spin down) (eV): -6.21 / -7.93
Energy (eV): -87581.8652

Each line ends with the Mulliken spin population.
Cartesian coordinates (Å):
Fe1 0.084 -0.085 0.573  3.02
N1 0.887 2.819 -0.850  0.05
P1 1.658 1.403 -0.143  -0.07
C1 3.176 1.508 -1.109  0.01
C2 4.398 1.838 -0.524  0.01
C3 5.544 1.882 -1.304  0.00
C4 5.474 1.603 -2.660  0.00
C5 4.258 1.270 -3.247  -0.01
C6 3.112 1.213 -2.473  0.01
C7 2.079 1.906 1.558  -0.01
C8 2.114 0.909 2.537  -0.01
C9 2.330 1.232 3.870  0.00
C10 2.519 2.554 4.238  0.00
C11 2.504 3.553 3.272  0.00
C12 2.284 3.233 1.944  0.01
C13 -1.525 2.403 -0.537  0.03
C14 -2.554 2.978 -1.256  0.00
C15 -3.715 2.236 -1.429  0.01
C16 -3.785 0.973 -0.867  0.00
C17 -2.691 0.492 -0.172  0.02
N2 -1.554 1.186 -0.005  0.02
H1 1.484 3.637 -0.951  0.00
H2 4.461 2.052 0.535  0.00
H3 6.493 2.132 -0.850  0.00
H4 6.370 1.639 -3.265  0.00
H5 4.208 1.048 -4.303  0.00
H6 2.167 0.942 -2.931  0.00
H7 2.031 -0.140 2.258  -0.01
H8 2.364 0.449 4.615  0.00
H9 2.693 2.808 5.275  0.00
H10 2.681 4.582 3.558  0.00
H11 2.303 4.022 1.200  0.00
H12 -2.449 3.971 -1.668  0.00
H13 -4.544 2.645 -1.988  0.00
H14 -4.669 0.360 -0.963  0.00
H15 -2.719 -0.494 0.274  -0.01
N3 -0.350 3.231 -0.290  -0.01
C18 -0.535 4.361 0.252  0.65
C19 0.147 5.560 0.483  -0.03
C20 0.553 6.345 -0.621  0.12
C21 1.170 7.555 -0.394  -0.04
C22 1.375 7.998 0.912  0.15
C23 0.958 7.236 2.004  -0.05
C24 0.328 6.028 1.803  0.13
H16 0.377 5.997 -1.632  0.00
H17 1.492 8.163 -1.227  0.00
H18 1.855 8.952 1.081  0.00
H19 1.113 7.604 3.008  0.00
H20 -0.024 5.434 2.635  0.00
I1 -1.224 -6.120 0.480  0.00
C25 -0.265 -4.321 0.232  0.00
C26 1.019 -4.104 -0.231  0.01
N4 1.224 -2.780 -0.225  0.00
N5 0.140 -2.104 0.206  0.01
C27 -0.765 -3.044 0.494  0.01
H21 1.780 -4.790 -0.561  0.00
H22 2.036 -2.274 -0.540  0.00
H23 -1.736 -2.780 0.881  -0.01

---

Formula: C3H3FOS
Source: OMol25
Level of theory: the ωB97M-V functional and the def2-TZVPD basis

Computed properties:
Energy above the lowest of the compared OMol25 structures with the same formula, charge and spin (kJ/mol): 83.0
Gap between HOMO and LUMO (eV): 10.048
SMILES: O=CS/C=C\F
Net charge: 0
Spin multiplicity: 1
Lowest unoccupied orbital energy (eV): 0.58
Energy (eV): -18758.1809

Each line ends with the Löwdin charge.
Cartesian coordinates (Å):
O1 0.130 2.220 -1.778  -0.01
C1 -0.047 1.076 -1.517  -0.59
S1 0.797 0.297 -0.158  0.97
C2 -0.299 -1.056 -0.049  -0.46
C3 -0.845 -1.450 1.089  -0.19
F1 -0.391 -1.197 2.389  -0.03
H1 -0.900 0.536 -1.936  0.09
H2 -0.579 -1.498 -1.016  0.09
H3 -1.658 -2.211 1.060  0.12